Entry 1:
Density functional theory data (the ωB97M-V functional and the def2-TZVPD basis) for the molecule C4H3NO2 at a distorted geometry.

Results
- relative energy (zero: lowest compared OMol25 entry of this formula, charge and spin) (kcal per mole) = 120.6
- SMILES string = C#CC1=NOCO1
- net charge = 0
- calculated total energy (a.u.) = -359.2781

Each line ends with the Mulliken charge.
Cartesian coordinates (Å):
C  2.93  -0.05  -0.05  -0.3168
C  1.70  -0.36  0.01  -0.2507
C  0.30  -0.37  0.09  0.5116
C  -1.76  0.47  0.04  -0.0104
H  3.93  -0.04  -0.02  0.4805
H  -2.22  0.99  -0.80  0.1682
H  -2.44  0.80  0.94  0.1884
N  -0.41  -1.37  -0.03  -0.2624
O  -1.71  -0.96  -0.09  -0.1858
O  -0.33  0.89  -0.09  -0.3227

---

Entry 2:
Density functional theory data (the ωB97M-V functional and the def2-TZVPD basis) for the molecule C4H3NO2 at a distorted geometry.

Results
- relative energy (zero: lowest compared OMol25 entry of this formula, charge and spin) (kcal per mole) = 71.8
- SMILES string = O=c1cncco1
- net charge = 0
- calculated total energy (a.u.) = -359.3559

Each line ends with the Mulliken charge.
Cartesian coordinates (Å):
C  -0.55  1.17  -0.41  0.5564
C  -1.21  0.14  0.49  -0.0393
C  0.66  -1.22  0.11  -0.1582
C  1.28  -0.10  -0.20  -0.0958
H  -2.32  0.27  0.65  0.3164
H  0.96  -2.22  0.53  0.3655
H  2.44  -0.29  -0.29  0.2788
N  -0.67  -1.00  0.48  -0.4092
O  -1.31  2.01  -1.04  -0.5911
O  0.73  1.23  -0.32  -0.2235

---

Entry 3:
Density functional theory data (the ωB97M-V functional and the def2-TZVPD basis) for the molecule C4H3NO2 at a distorted geometry.

Results
- relative energy (zero: lowest compared OMol25 entry of this formula, charge and spin) (kcal per mole) = 53.7
- SMILES string = N#CC(C=O)C=O
- net charge = 0
- calculated total energy (a.u.) = -359.3848

Each line ends with the Mulliken charge.
Cartesian coordinates (Å):
O  0.19  -2.49  -0.30  -0.4182
C  0.53  -1.41  0.12  -0.0523
C  1.00  0.76  -0.44  0.1614
N  1.96  1.32  -0.11  -0.4166
O  -0.81  1.87  1.00  -0.3881
C  -1.19  0.90  0.42  -0.0141
C  -0.19  -0.07  -0.33  0.0982
H  1.49  -1.26  0.66  0.3859
H  -2.27  0.75  0.22  0.3483
H  -0.70  -0.37  -1.25  0.2954

---

Entry 4:
Density functional theory data (the ωB97M-V functional and the def2-TZVPD basis) for a structure of composition C4H3NO2.

Results
- relative energy (zero: lowest compared OMol25 entry of this formula, charge and spin) (kcal per mole) = 93.6
- net charge = 0
- calculated total energy (a.u.) = -359.3212

Each line ends with the Mulliken charge.
Cartesian coordinates (Å):
O  2.72  0.72  0.52  -0.4237
C  2.00  0.06  -0.18  -0.0387
C  0.52  0.00  0.01  0.5976
N  -0.28  -0.72  -0.69  -0.5081
C  -1.52  -0.44  -0.09  -0.0792
C  -1.42  0.44  1.03  -0.5127
O  -0.06  0.74  0.98  -0.0965
H  2.35  -0.57  -1.02  0.3603
H  -2.41  -0.99  -0.37  0.4637
H  -1.90  0.78  -0.17  0.2373